# 1
Below is C30H36MnN7O9 as an isolated structure in a non-equilibrium geometry, with properties calculated with the ωB97M-V functional and the def2-TZVPD basis.

```
83
Properties=species:S:1:pos:R:3:forces:R:3
Mn -0.1664 0.0363 0.1027 1.54 0.08 1.65
N -0.8859 -0.0122 2.4031 -0.15 -0.11 -0.21
C -1.9147 1.0071 2.5842 0.07 0.37 -0.09
C -3.0812 0.6559 3.4980 0.01 -0.04 0.36
C -3.5118 -0.8065 3.4781 -0.18 -0.09 0.07
C -3.7891 -1.4157 2.0902 -0.24 -0.04 0.02
N -4.1241 -0.4700 1.0359 -0.76 0.55 1.34
C -5.1065 0.3996 1.0300 0.12 -0.57 -0.11
N -5.3160 1.1643 -0.0556 -0.41 -0.54 -0.49
N -5.9686 0.4826 2.0601 -0.32 0.00 0.10
C -2.4478 1.5410 1.2286 0.15 0.17 0.50
O -3.4934 2.1868 1.2298 1.17 0.93 0.27
O -1.7386 1.2843 0.2027 -0.14 0.01 -0.63
H -1.2882 -0.9325 2.2547 0.09 0.07 0.09
H -0.2497 -0.0679 3.1874 0.06 0.06 -0.06
H -1.4074 1.8819 3.0036 -0.03 0.03 -0.03
H -3.8985 1.3066 3.1867 0.06 -0.03 0.12
H -2.8613 0.9208 4.5361 0.12 -0.04 -0.02
H -4.3867 -0.8946 4.1322 -0.04 -0.06 -0.04
H -2.7622 -1.4451 3.9526 0.05 0.08 0.05
H -4.5515 -2.1962 2.1753 -0.07 0.08 -0.04
H -2.8923 -1.9048 1.7119 -0.23 -0.04 0.03
H -3.5287 -0.4795 0.1854 -0.89 -0.48 0.26
H -4.5468 1.1690 -0.7210 -0.24 0.01 0.14
H -5.7058 2.0779 0.1128 0.13 -0.06 0.00
H -5.7167 0.0581 2.9348 -0.01 0.03 -0.04
H -6.5923 1.2687 2.1031 -0.02 -0.03 -0.01
O -1.6215 -0.1665 -3.1133 0.02 -0.30 -0.04
C -1.1191 -0.5818 -2.0893 -0.36 -0.61 -0.10
O 0.1268 -0.7036 -1.7766 -0.71 0.53 0.01
C -2.1194 -1.0915 -0.9358 0.41 -0.74 -1.37
O -3.3309 -1.0701 -1.1536 0.61 -0.18 -1.01
O -1.5631 -1.5160 0.1409 -0.01 0.43 -0.44
C 4.5787 6.0583 2.1686 0.00 0.02 0.01
O 4.0977 4.8998 1.5120 -0.02 0.00 0.02
C 5.0007 4.1328 0.8448 0.00 -0.04 0.00
C 6.3614 4.3805 0.7866 0.03 0.01 0.00
C 7.1889 3.5294 0.0589 -0.01 0.00 0.01
C 6.6566 2.4549 -0.6266 0.01 0.00 -0.01
C 5.2866 2.2178 -0.5869 0.00 0.02 -0.04
C 4.4549 3.0292 0.1682 0.04 0.03 0.03
N 3.0605 2.8588 0.2421 -0.04 0.00 -0.05
C 2.3695 1.6989 0.4625 -0.01 -0.02 0.15
N 3.1077 0.5973 0.6740 -0.03 -0.07 -0.10
C 2.6560 -0.7121 0.9148 0.01 0.10 -0.02
C 1.3473 -1.1419 0.7513 -0.04 -0.08 -0.15
C 1.0764 -2.4874 1.0062 -0.05 0.00 0.03
C 2.0674 -3.3695 1.4094 0.01 -0.01 0.00
C 3.3754 -2.9290 1.5582 -0.02 0.01 0.00
C 3.6609 -1.6040 1.3106 0.00 0.01 0.02
O 4.9537 -1.1124 1.3931 0.00 -0.02 -0.01
C 5.4511 -1.0178 2.7229 0.00 0.01 0.02
N 1.0618 1.6820 0.5143 0.15 0.15 -0.18
C 0.4238 2.9469 0.3215 0.07 0.04 0.13
C 0.2187 3.8085 1.3831 0.05 0.03 0.02
C -0.4331 5.0243 1.1977 -0.02 0.00 0.00
C -0.8744 5.3631 -0.0682 0.00 -0.01 0.00
C -0.6766 4.5067 -1.1470 0.02 0.04 -0.03
C -0.0326 3.2917 -0.9585 -0.03 -0.01 -0.05
O 0.1923 2.3604 -1.9018 -0.06 -0.04 0.15
C -0.4448 2.4706 -3.1710 0.14 0.17 -0.22
H 3.7108 6.5283 2.6217 0.00 0.00 0.00
H 5.0389 6.7505 1.4594 0.00 0.00 0.00
H 5.3005 5.7993 2.9469 -0.01 0.00 0.00
H 6.7876 5.2271 1.3056 -0.01 -0.01 -0.01
H 8.2523 3.7260 0.0261 0.00 0.00 -0.01
H 7.2932 1.8066 -1.2127 0.00 0.00 0.01
H 4.8588 1.4102 -1.1673 0.00 0.00 0.01
H 2.5255 3.7006 0.3972 -0.02 0.01 -0.04
H 4.1094 0.7001 0.7255 0.01 0.01 0.02
H 0.0730 -2.8596 0.8530 0.01 0.01 -0.01
H 1.8258 -4.4114 1.5778 0.00 0.01 0.00
H 4.1736 -3.6038 1.8404 0.00 0.00 0.00
H 5.4110 -1.9846 3.2281 0.01 0.00 -0.01
H 4.8741 -0.2900 3.3021 -0.01 -0.01 0.00
H 6.4852 -0.6888 2.6508 0.00 0.01 0.00
H 0.5801 3.5147 2.3628 -0.02 -0.01 0.00
H -0.5998 5.6873 2.0362 0.01 0.00 0.00
H -1.3861 6.3030 -0.2315 0.00 0.00 0.01
H -1.0299 4.7943 -2.1266 0.01 -0.04 -0.02
H -0.5428 1.4555 -3.5451 0.10 0.18 -0.05
H 0.1679 3.0788 -3.8415 -0.04 0.10 0.03
H -1.4417 2.9022 -3.0812 -0.03 -0.03 0.06
```
Forces are in eV/Å.

As for the expectation value of S²: 6.132. The spin multiplicity is 5. Its relative energy (zero: lowest compared OMol25 entry of this formula, charge and spin) is 36.52 kcal/mol. The value obtained for the HOMO-LUMO gap (spin up / spin down) is 7.96 / 8.36 eV.

Atomic partial charges in e from the Mulliken method, atoms 1 to 8: 0.55 -0.18 0.13 -0.76 -1.21 -0.91 0.39 0.64


# 2
Below is C30H37AlFN6O3S as an isolated structure in a non-equilibrium geometry, with properties calculated with the ωB97M-V functional and the def2-TZVPD basis.

```
79
Properties=species:S:1:pos:R:3:forces:R:3
C -4.5208 -1.9565 -0.2576 -0.57 -0.29 0.39
C -3.8750 -0.4686 -0.4954 -1.09 0.48 -0.19
Al -1.8244 -0.4713 -0.7910 -1.93 -2.98 -3.19
O -1.5694 -0.0307 -2.6407 1.98 0.49 2.03
N -1.1835 -2.2322 -0.3472 5.64 1.90 0.67
C 0.1794 -2.2700 -0.1829 -4.33 -0.14 0.39
C 1.1968 -2.1158 -1.4617 0.23 0.27 1.13
C 0.7071 -2.5286 1.3832 0.86 -0.39 -0.84
S -0.7274 1.1550 0.4065 -0.95 7.57 3.58
O -1.4584 1.4489 1.7642 2.80 -1.94 -4.48
O -0.6121 2.5272 -0.3643 0.26 -5.24 2.08
F 0.8941 0.6922 0.8317 -1.74 0.47 -0.54
H -5.3109 -2.2232 -1.1069 1.62 0.66 1.94
H -3.7502 -2.8369 -0.2261 -1.21 1.84 -0.07
H -5.0821 -1.9509 0.7893 1.12 -0.28 -2.36
H -4.4271 -0.0164 -1.4523 1.33 -0.75 2.01
H -4.1471 0.2363 0.3999 0.32 -1.30 -1.59
H -0.6328 0.3060 -2.7907 -1.85 -0.52 0.15
H 1.3315 -3.1762 -1.9683 -0.34 2.30 0.94
H 0.7047 -1.3186 -2.1879 1.11 -1.97 1.39
H 2.2541 -1.7316 -1.0652 -2.23 -0.83 -1.03
H 0.2561 -1.7487 2.1370 0.76 -1.53 -1.77
H 0.3898 -3.6205 1.7401 0.72 2.44 -0.87
H 1.8899 -2.4273 1.3876 -2.38 -0.33 0.22
N 1.3582 -3.1987 4.6503 0.72 -0.41 0.78
C 1.0324 -4.1342 5.5690 0.14 0.68 -0.71
C 1.9214 -4.6369 6.5056 0.26 0.10 -0.02
C 3.2262 -4.1554 6.4993 0.01 0.02 -0.02
C 3.5925 -3.1930 5.5640 -0.10 -0.23 0.23
C 2.6317 -2.7490 4.6699 -0.94 -0.20 -0.16
H 0.0037 -4.4806 5.5314 0.07 0.01 0.02
H 1.6042 -5.3860 7.2221 0.01 0.06 -0.07
H 3.9516 -4.5267 7.2173 -0.07 0.04 -0.07
H 4.6016 -2.7980 5.5327 -0.10 -0.02 -0.02
H 2.8676 -1.9960 3.9231 -0.01 -0.06 0.05
N -7.7965 -1.4395 0.7910 -0.77 0.24 0.84
C -7.3312 -0.9280 1.9517 -0.17 -0.35 -0.90
C -8.1395 -0.6014 3.0288 -0.35 -0.05 -0.03
C -9.5099 -0.8072 2.9095 0.02 0.00 0.00
C -10.0195 -1.3309 1.7258 0.11 0.10 0.23
C -9.1310 -1.6299 0.7055 0.99 0.11 -0.01
H -6.2557 -0.7827 1.9948 -0.09 0.03 0.02
H -7.7111 -0.1959 3.9383 -0.01 -0.03 -0.10
H -10.1753 -0.5619 3.7322 0.06 -0.02 -0.08
H -11.0826 -1.5026 1.6013 0.08 0.01 -0.01
H -9.4795 -2.0441 -0.2365 -0.01 0.04 0.07
N 4.5560 2.6129 -0.5684 -0.39 0.87 -0.09
C 3.2859 2.5993 -0.1080 0.88 -0.26 -0.23
C 2.4511 3.7053 -0.1171 0.04 0.37 -0.01
C 2.9481 4.9008 -0.6255 0.01 -0.10 0.04
C 4.2530 4.9468 -1.1052 -0.15 -0.07 0.06
C 5.0100 3.7872 -1.0575 -0.31 -0.78 0.32
H 2.9454 1.6443 0.2815 -0.05 0.17 -0.05
H 1.4383 3.6364 0.2633 0.07 -0.10 -0.11
H 2.3237 5.7892 -0.6478 0.05 -0.11 0.00
H 4.6700 5.8632 -1.5072 0.00 -0.08 0.01
H 6.0328 3.7713 -1.4233 -0.09 0.07 -0.02
N -5.0632 2.6473 -6.6858 0.50 -0.39 0.58
C -5.1733 2.9266 -5.3685 0.06 -0.17 -0.86
C -4.3988 2.3293 -4.3869 0.07 -0.11 -0.25
C -3.4555 1.3846 -4.7768 0.10 -0.09 0.12
C -3.3199 1.0742 -6.1260 -0.19 0.21 0.16
C -4.1376 1.7273 -7.0341 -0.60 0.60 0.19
H -5.9255 3.6677 -5.1143 0.04 -0.03 0.01
H -4.5283 2.5941 -3.3436 0.03 -0.05 -0.08
H -2.8311 0.8943 -4.0357 0.00 -0.01 0.04
H -2.5945 0.3420 -6.4622 -0.06 0.05 0.04
H -4.0673 1.5223 -8.0987 0.01 -0.01 0.05
N 8.7252 0.0130 -0.7898 0.65 0.86 -0.11
C 10.0753 0.0612 -0.8052 -0.95 -0.10 0.02
C 10.8032 1.2325 -0.9407 -0.14 0.19 -0.02
C 10.1062 2.4289 -1.0726 -0.06 0.03 0.00
C 8.7153 2.4116 -1.0622 0.42 -0.01 0.00
C 8.0762 1.1907 -0.9179 0.10 -0.91 0.09
H 10.5734 -0.8985 -0.7024 0.01 0.07 0.00
H 11.8871 1.2124 -0.9439 -0.09 -0.02 0.00
H 10.6424 3.3671 -1.1822 -0.05 -0.10 0.01
H 8.1430 3.3267 -1.1634 0.07 -0.12 0.04
H 6.9919 1.1253 -0.9002 0.04 0.10 0.02
```
Forces are in eV/Å.

As for the charge: -1. The value obtained for the HOMO-LUMO gap is 7.12 eV.

Atomic partial charges in e from the Mulliken method, atoms 1 to 8: -0.61 -0.36 0.04 -0.59 -0.13 0.05 -0.62 -0.65


# 3
Below is C30H37F4IrN6O2S2 as an isolated structure in a non-equilibrium geometry, with properties calculated with the ωB97M-V functional and the def2-TZVPD basis.

```
82
Properties=species:S:1:pos:R:3:forces:R:3
Ir -0.0168 -0.0155 -0.7668 0.02 -0.97 0.48
C 3.0993 -1.5883 -1.0722 0.08 -0.04 0.05
C 2.0123 -1.8581 -2.0925 -0.07 0.07 0.02
N 1.1049 -0.6997 -2.3897 0.05 -0.15 -0.11
C 1.9281 0.4022 -2.9858 0.02 -0.04 0.00
C 1.1291 1.6400 -3.3533 0.03 0.01 0.00
C 0.1192 -1.1758 -3.4234 -0.08 0.03 0.03
C -1.0247 -1.8561 -2.7140 0.02 0.06 0.09
N -1.4615 -0.8709 -1.7272 -0.17 0.32 -0.22
C -2.7894 -0.9135 -1.2940 0.08 0.00 0.05
C -3.4888 0.2810 -1.1446 -0.16 0.03 -0.10
F -2.8747 1.4439 -1.4128 0.01 -0.01 0.08
C -4.8190 0.2918 -0.7693 0.03 0.03 -0.03
F -5.4385 1.4675 -0.6581 -0.02 0.00 0.03
C -5.5002 -0.8818 -0.5165 0.08 -0.05 -0.02
C -4.8120 -2.0718 -0.6524 0.00 0.00 -0.02
F -5.4156 -3.2289 -0.3863 -0.01 0.02 0.01
C -3.4830 -2.0930 -1.0372 -0.04 -0.01 0.18
F -2.8404 -3.2685 -1.1047 0.01 0.03 -0.01
H 3.5773 -2.5392 -0.8272 0.00 0.00 -0.02
H 2.7013 -1.1581 -0.1538 0.00 -0.01 -0.03
H 3.8886 -0.9413 -1.4527 -0.03 0.04 -0.01
H 1.3818 -2.6816 -1.7617 -0.02 0.03 0.00
H 2.4601 -2.1506 -3.0452 0.03 -0.04 0.02
H 2.4290 -0.0164 -3.8645 0.00 0.05 -0.01
H 2.6977 0.6593 -2.2634 -0.05 0.02 0.03
H 0.6056 1.5433 -4.3020 -0.03 0.00 0.02
H 1.8140 2.4823 -3.4398 -0.01 0.02 -0.01
H 0.3977 1.9008 -2.5802 0.01 0.03 0.01
H 0.6310 -1.8021 -4.1552 0.01 -0.05 0.03
H -0.2807 -0.2991 -3.9259 0.02 -0.03 -0.03
H -0.7242 -2.7930 -2.2373 0.02 -0.05 -0.05
H -1.8323 -2.0880 -3.4098 0.02 0.03 -0.02
H -6.5393 -0.8720 -0.2212 -0.01 0.01 0.01
O 1.4491 1.3580 -0.0259 0.00 0.27 -0.13
S 2.8095 1.5153 0.6441 -0.07 -0.07 0.16
C 2.4961 2.7160 2.0093 0.08 0.08 -0.10
C 1.0144 2.9716 2.2492 -0.01 -0.03 -0.01
C 0.3463 1.8479 3.0348 -0.04 -0.05 -0.04
C -1.1593 2.0165 3.1849 -0.07 0.06 -0.07
S -2.0272 1.6544 1.5959 0.22 0.24 -0.05
O -1.0069 0.7475 0.9279 -0.22 -0.56 -0.02
C -3.3305 0.6096 2.1889 -0.05 0.03 -0.01
C -3.1191 -0.7460 2.4022 0.06 0.03 -0.05
C -4.1744 -1.5151 2.8603 -0.04 -0.01 0.03
C -5.4095 -0.9256 3.1135 -0.01 -0.01 0.01
C -5.6028 0.4312 2.8990 0.02 0.01 0.00
C -4.5592 1.2114 2.4184 0.01 -0.03 0.02
C 3.7382 2.5248 -0.4788 0.09 -0.07 0.13
C 3.1614 3.6450 -1.0670 -0.02 0.01 -0.04
C 3.9237 4.4045 -1.9368 -0.03 -0.01 0.01
C 5.2420 4.0456 -2.2047 0.03 -0.02 -0.01
C 5.8051 2.9261 -1.6117 0.00 0.02 0.00
C 5.0490 2.1522 -0.7402 -0.03 0.00 -0.02
H 3.0284 3.6246 1.7346 -0.02 0.01 0.04
H 2.9781 2.2850 2.8875 0.02 -0.01 -0.01
H 0.5167 3.1183 1.2882 -0.03 0.00 0.02
H 0.9248 3.9117 2.7982 0.04 0.00 0.01
H 0.7765 1.7798 4.0366 -0.01 0.08 0.02
H 0.5327 0.8910 2.5437 0.05 -0.02 0.06
H -1.4406 3.0441 3.4211 0.01 -0.01 0.08
H -1.5699 1.3562 3.9460 0.00 -0.04 -0.05
H -2.1496 -1.1833 2.1968 -0.01 0.00 -0.01
H -4.0377 -2.5757 3.0253 0.00 0.00 -0.01
H -6.2277 -1.5330 3.4768 0.00 0.00 0.00
H -6.5665 0.8827 3.0908 0.00 0.00 0.00
H -4.7054 2.2652 2.2148 -0.01 0.01 -0.01
H 2.1318 3.9072 -0.8562 -0.01 0.01 0.01
H 3.4967 5.2808 -2.4052 -0.01 0.01 0.00
H 5.8323 4.6481 -2.8816 0.00 0.00 0.00
H 6.8302 2.6544 -1.8222 0.00 0.00 -0.01
H 5.4757 1.2746 -0.2700 0.00 0.00 0.02
N 0.6470 -5.7642 2.3970 0.00 0.01 -0.03
C 0.9738 -4.5943 1.8583 -0.12 -0.01 0.07
N 2.2632 -4.3205 1.6183 0.00 0.01 -0.05
N -0.0263 -3.7516 1.5947 0.22 -0.02 -0.07
C 0.2062 -2.6332 0.9963 -0.20 0.11 0.09
N 0.3029 -1.5917 0.4941 0.31 0.62 -0.47
H 1.3280 -6.4650 2.6310 0.00 0.00 0.02
H -0.3282 -5.9655 2.5421 0.00 -0.01 0.00
H 2.9952 -4.9708 1.8473 0.00 0.00 0.01
H 2.5300 -3.4146 1.2733 0.01 -0.01 0.02
```
Forces are in eV/Å.

As for the charge: +2. The value obtained for the HOMO-LUMO gap (spin up / spin down) is 7.18 / 6.86 eV.

Atomic partial charges in e from the Mulliken method, atoms 1 to 8: 1.47 -0.95 -0.73 -0.04 -0.24 -1.40 -0.77 -0.64